No. 1
A 2-piece molecular cluster, C3H6NO3 overall in a non-equilibrium geometry. Source: the OMol25 dataset; level of theory: ωB97M-V/def2-TZVPD.

Positions of all 13 atoms, in Å:
H 1.77 -0.27 0.67
N 0.60 0.62 -1.02
O 0.38 1.74 2.15
O -0.79 0.50 -2.83
H -1.21 0.94 0.99
H -0.52 -3.45 1.13
H 0.30 -1.05 0.25
C 0.73 -0.07 0.32
C -0.15 0.66 1.52
O -0.25 -2.58 1.07
H -0.41 -0.17 2.20
C -0.29 0.00 -1.78
H -0.52 -1.16 -1.54

Computed properties:
energy relative to the best compared isomer or geometry (same formula, charge and spin) = 204.41 kcal/mol
total charge = -1
highest occupied orbital energy = -4.28 eV

Atom charges from the natural (NBO) analysis, given in e for atoms 1 to 4: number 1, H, carries 0.231; number 2, N, carries -0.340; number 3, O, carries -0.495; number 4, O, carries -0.571

---

No. 2
A 16-piece molecular cluster, H33O16 overall in a non-equilibrium geometry. Source: the OMol25 dataset; level of theory: ωB97M-V/def2-TZVPD.

Positions of all 49 atoms, in Å:
O -4.21 -2.65 -2.73
O -0.08 -4.96 -3.28
O -3.99 3.36 1.08
H 2.75 -2.37 0.84
H -0.64 4.00 4.74
H -0.44 2.54 3.12
H -0.11 0.83 1.42
H 0.56 -2.21 2.60
H -2.05 3.45 4.15
O 1.61 -1.69 -1.43
H -0.47 3.04 1.66
H 2.27 1.00 -0.87
H -4.27 4.25 1.26
O 2.06 1.47 0.00
H -3.46 1.26 1.07
H 1.84 2.31 -0.13
H 1.09 0.48 0.62
H 2.85 -4.37 -2.89
H -4.78 3.26 0.38
H 0.01 -4.58 -4.25
O 0.01 2.33 2.20
O 0.48 -1.35 3.15
H 0.69 4.76 -3.09
H 4.33 3.99 0.83
H 1.23 -1.52 3.82
H 0.16 3.28 -2.38
H 0.69 -0.69 1.87
H 3.76 -2.51 2.18
H 1.04 -1.84 -2.16
H -2.74 0.53 2.19
H 0.57 -0.52 -5.25
O 0.78 4.13 -2.43
O 3.10 -2.03 1.67
H -1.98 -2.27 1.88
O -1.72 -1.79 1.14
H 0.24 0.60 -4.25
H 2.42 -2.13 -1.78
H -4.97 -1.97 -2.40
H -2.20 -1.92 0.39
O 4.31 3.01 0.85
O 0.24 -0.09 1.05
O -2.97 0.42 1.30
H 1.81 -4.42 -1.72
H 3.83 2.81 1.68
O 2.59 -3.91 -2.17
O 0.49 -0.14 -4.49
H -4.55 -3.60 -2.51
H -1.07 -5.00 -3.16
O -1.13 3.40 4.27

Computed properties:
energy relative to the best compared isomer or geometry (same formula, charge and spin) = 168.83 kcal/mol
total charge = +1
highest occupied orbital energy = -13.05 eV

Atom charges from the natural (NBO) analysis, given in e for atoms 1 to 4: number 1, O, carries -0.960; number 2, O, carries -0.961; number 3, O, carries -0.950; number 4, H, carries 0.507

---

No. 3
C31H31FIrN2O7P as an isolated structure in a non-equilibrium geometry. Source: the OMol25 dataset; level of theory: ωB97M-V/def2-TZVPD.

Positions of all 74 atoms, in Å:
H 0.57 3.20 -5.52
C 2.41 -0.15 -1.89
O 2.00 0.45 1.41
O -5.23 -1.52 2.13
F -3.67 2.03 5.84
H 2.58 1.00 -4.28
O -1.53 1.10 0.54
H 1.31 0.55 5.14
C -1.38 -3.29 -1.67
H -3.90 1.70 0.99
C 2.89 2.13 -0.85
C -0.31 -1.26 -2.32
C 2.26 0.45 2.69
H 2.55 -2.38 4.61
P 0.64 0.12 -1.63
H 4.55 -2.57 -2.93
O 2.90 1.29 3.28
O -4.93 -0.39 6.52
H -1.09 -0.30 -4.08
H 3.50 -0.87 4.65
C -2.07 -2.16 -3.68
H -4.37 0.02 0.64
C -4.70 -0.08 5.38
H 2.13 -2.06 -2.83
H 3.68 2.57 -0.25
C -2.30 0.28 1.09
O -1.91 -0.84 1.52
H 2.63 2.82 -1.66
C 0.80 -0.24 4.59
H 0.54 -1.04 5.28
C 2.89 -1.52 4.02
H -1.50 -4.10 -0.96
H 1.27 -0.15 -4.46
H -1.75 4.36 -2.11
C -3.76 0.66 1.27
H 3.50 -1.88 3.19
C 3.33 0.80 -1.41
Ir 0.32 -0.48 0.64
C -4.04 1.13 4.92
N -4.18 0.44 2.65
H 2.02 2.02 -0.21
C 0.64 1.84 -3.87
C -0.40 -2.34 -1.44
C 2.86 -1.35 -2.44
H -0.13 0.18 4.17
H -2.72 -2.09 -4.54
H -1.02 2.31 -0.94
H 0.31 -3.20 0.42
C -0.63 3.91 -3.89
H 6.18 -0.93 -2.05
C 0.22 3.00 -4.51
C -2.21 -3.21 -2.79
N -5.06 -0.91 4.31
H -2.97 -3.97 -2.95
C -1.14 -1.17 -3.43
C 1.55 0.89 -4.62
C 5.12 -0.71 -2.02
C 0.17 1.60 -2.57
H 5.40 1.21 -1.12
C -1.08 3.66 -2.60
H -5.54 -1.77 4.56
H -0.93 4.80 -4.41
C 0.50 -2.38 -0.27
C -3.79 1.34 3.62
C 1.70 -0.74 3.49
H 1.56 -2.29 -0.49
C 4.68 0.49 -1.49
H 0.15 -1.88 2.97
C 4.21 -1.63 -2.51
H 1.52 1.09 -5.69
O 0.98 -1.59 2.57
C -4.85 -0.73 2.96
C -0.68 2.51 -1.95
H -3.28 2.23 3.29

Computed properties:
energy relative to the best compared isomer or geometry (same formula, charge and spin) = 63.92 kcal/mol
highest occupied orbital energy (alpha / beta) = -8.20 / -8.06 eV

Atom charges from the Mulliken analysis, given in e for atoms 1 to 4: number 1, H, carries 0.451; number 2, C, carries 1.124; number 3, O, carries -0.786; number 4, O, carries -0.622

---

No. 4
C3H2N2O2 as an isolated structure in a non-equilibrium geometry. Source: the OMol25 dataset; level of theory: ωB97M-V/def2-TZVPD.

Positions of all 9 atoms, in Å:
C 0.44 0.13 0.53
H -1.35 -2.10 0.59
N -0.05 0.76 -2.65
C -0.73 -0.40 -0.03
O 0.75 0.42 1.76
N -1.58 -1.31 -0.01
O 1.12 0.70 -0.49
H 1.26 1.25 1.82
C 0.13 0.55 -1.51

Computed properties:
energy relative to the best compared isomer or geometry (same formula, charge and spin) = 114.77 kcal/mol
highest occupied orbital energy (alpha / beta) = -8.53 / -8.60 eV

Atom charges from the natural (NBO) analysis, given in e for atoms 1 to 4: number 1, C, carries 0.589; number 2, H, carries 0.355; number 3, N, carries -0.355; number 4, C, carries 0.077

---

No. 5
An isolated molecule of C6H8. Source: the OMol25 dataset; level of theory: ωB97M-V/def2-TZVPD.

Positions of all 14 atoms, in Å:
H -1.49 0.80 -1.97
H 1.75 0.92 0.72
H -1.07 0.11 1.81
H 0.49 -0.55 2.48
C -0.20 -0.87 -1.06
C -0.76 0.53 -1.21
C 0.43 -0.85 0.32
C -0.05 -0.20 1.60
C 0.72 0.60 0.60
H -0.40 2.41 -0.24
H -0.87 -1.69 -1.32
C -0.19 1.35 -0.33
H 1.21 -1.59 0.50
H 0.67 -0.94 -1.73

Computed properties:
energy relative to the best compared isomer or geometry (same formula, charge and spin) = 18.22 kcal/mol
highest occupied orbital energy = -9.00 eV

Atom charges from the natural (NBO) analysis, given in e for atoms 1 to 4: number 1, H, carries 0.211; number 2, H, carries 0.220; number 3, H, carries 0.218; number 4, H, carries 0.217

---

No. 6
An isolated molecule of C2H3N3O in a non-equilibrium geometry. Source: the OMol25 dataset; level of theory: ωB97M-V/def2-TZVPD.

Positions of all 9 atoms, in Å:
N 0.16 1.23 -0.70
N -0.81 -0.53 0.30
H -1.48 -1.11 0.83
C -0.96 0.66 -0.34
H -1.92 1.15 -0.50
C 1.18 0.32 -0.33
O 2.39 0.47 -0.51
H 0.94 -1.42 1.00
N 0.51 -0.77 0.25

Computed properties:
energy relative to the best compared isomer or geometry (same formula, charge and spin) = 24.65 kcal/mol
highest occupied orbital energy = -8.97 eV

Atom charges from the natural (NBO) analysis, given in e for atoms 1 to 4: number 1, N, carries -0.511; number 2, N, carries -0.412; number 3, H, carries 0.429; number 4, C, carries 0.238

---

No. 7
C42H33HgNOP2 as an isolated structure. Source: the OMol25 dataset; level of theory: ωB97M-V/def2-TZVPD.

Positions of all 80 atoms, in Å:
C -4.93 3.80 -0.66
H 1.44 2.92 -1.54
Hg 0.91 -0.68 1.76
C 1.68 -1.17 -3.41
H 0.88 3.28 -5.77
C -0.11 5.81 0.90
C -3.55 3.63 -0.76
C 3.51 3.16 -0.34
C -0.57 2.56 -2.24
H -5.32 -0.03 -2.35
C -2.97 2.37 -0.70
C -1.11 -3.51 0.33
H -1.49 2.61 -5.51
C -2.70 -2.04 -1.50
C 3.09 0.74 -0.55
H -3.23 -3.62 0.60
C -4.16 -3.11 -3.12
H -6.81 2.82 -0.32
H -5.36 4.80 -0.72
N 2.52 -0.40 -0.20
C 1.21 -3.52 -3.60
P -1.11 -1.89 -0.55
H -1.08 2.31 2.20
H 1.04 -3.66 0.31
C 0.48 3.07 -4.79
H -5.81 0.56 -0.24
C -5.74 2.70 -0.45
C -1.37 2.44 -3.38
H 4.12 -0.13 -2.25
C 0.11 -4.11 0.66
H 5.16 1.94 -3.02
H 0.65 -0.13 -1.84
C -0.82 3.30 1.84
C 0.09 -2.20 -1.92
H 1.10 -5.72 1.65
C 3.94 0.79 -1.71
O -3.23 0.04 -0.60
C -0.37 4.78 0.00
C 0.79 -1.08 -2.35
H -0.64 4.14 3.80
H 2.59 -2.46 -4.87
C -5.19 1.43 -0.41
C 4.52 1.97 -2.14
H -5.85 -1.95 -3.77
H 4.77 4.10 -1.83
C -1.03 -5.83 1.90
C 4.31 3.18 -1.48
H 3.32 4.08 0.20
C -3.03 -3.11 -2.32
H -2.37 -3.97 -2.34
H -0.17 -4.32 -2.18
H -1.00 -6.73 2.50
H 1.39 -4.47 -4.08
C -2.24 -5.23 1.60
H -4.39 -3.97 -3.74
C -3.82 1.28 -0.59
C -0.22 5.58 2.26
P -1.15 2.06 -0.58
H 2.34 3.41 -3.77
H -2.40 2.15 -3.27
C -0.57 4.32 2.73
C -0.85 2.70 -4.64
H 2.23 -0.29 -3.73
C 0.15 -5.26 1.42
C -4.97 -1.99 -3.13
C -4.69 -0.90 -2.31
C 1.30 3.15 -3.66
C 1.89 -2.38 -4.04
H -2.91 4.50 -0.87
C 0.32 -3.43 -2.54
H 0.17 6.78 0.53
H 2.31 2.02 1.02
C -3.57 -0.95 -1.48
C 0.78 2.89 -2.40
H -3.16 -5.65 1.98
H -0.27 4.96 -1.06
C -2.28 -4.08 0.82
C 2.92 2.00 0.13
H -0.01 6.39 2.96
C -0.73 3.51 0.46

Computed properties:
⟨S²⟩ = 0.7637
energy relative to the best compared isomer or geometry (same formula, charge and spin) = 0.00 kcal/mol
total charge = -1
2S+1 = 2
highest occupied orbital energy (alpha / beta) = -3.14 / -2.74 eV

Atom charges from the natural (NBO) analysis, given in e for atoms 1 to 4: number 1, C, carries -0.238; number 2, H, carries 0.257; number 3, Hg, carries 0.075; number 4, C, carries -0.227

---

No. 8
C10H18N3O5PSm as an isolated structure in a non-equilibrium geometry. Source: the OMol25 dataset; level of theory: ωB97M-V/def2-TZVPD.

Positions of all 38 atoms, in Å:
C 2.14 -1.85 1.53
H 0.80 1.72 -2.12
O -5.56 -1.76 -2.72
C -4.63 -1.35 -2.21
O -3.87 2.55 -1.95
H -0.20 3.39 1.17
H 2.76 0.77 -1.11
H 2.13 0.97 2.48
N 0.52 1.33 1.13
C 1.83 1.68 1.70
C -3.55 1.49 -1.72
H -1.01 -1.26 2.66
H 0.29 -2.28 3.36
Sm -2.53 -0.41 -1.09
C -0.06 2.53 0.47
C 0.09 -1.37 2.75
H 2.58 1.71 0.91
H 2.66 -0.33 -2.51
H 1.84 2.70 2.18
H 0.45 0.40 -3.28
H 2.76 -0.97 1.68
C -3.59 -1.57 0.60
C 2.37 -0.21 -1.43
H 2.32 -2.53 2.41
H 2.49 -2.40 0.63
H -1.05 2.31 0.04
N 0.74 -1.44 1.41
N 0.90 -0.22 -1.21
O -3.87 -2.08 1.67
P 0.43 -0.18 0.41
H 0.62 2.88 -0.32
C -1.63 -1.74 -2.69
O -0.96 -2.31 -3.44
C 0.31 0.74 -2.21
H 0.51 -0.52 3.29
H -0.78 0.89 -2.07
O -1.10 -0.28 0.45
H 2.86 -1.01 -0.87

Computed properties:
⟨S²⟩ = 8.7591
total charge = +3
2S+1 = 6
highest occupied orbital energy (alpha / beta) = -18.54 / -18.55 eV

Atom charges from the Mulliken analysis, given in e for atoms 1 to 4: number 1, C, carries -0.972; number 2, H, carries 0.354; number 3, O, carries 0.030; number 4, C, carries 0.120

---

No. 9
A 3-piece molecular cluster, C3H7PS2 overall in a non-equilibrium geometry. Source: the OMol25 dataset; level of theory: ωB97M-V/def2-TZVPD.

Positions of all 13 atoms, in Å:
S -0.44 -2.41 -0.06
S -1.81 1.37 -0.21
C -1.74 2.81 -1.07
C 0.44 -1.89 1.45
H 3.91 1.07 0.09
H 1.46 -1.67 1.41
H -1.56 -0.81 1.41
H 3.38 0.67 0.66
P 0.06 0.67 0.24
H 0.19 -2.66 2.26
H -2.70 3.19 -1.32
C -0.56 -0.83 0.97
H -0.88 3.30 -1.44

Computed properties:
⟨S²⟩ = 2.0097
energy relative to the best compared isomer or geometry (same formula, charge and spin) = 33.21 kcal/mol
2S+1 = 3
highest occupied orbital energy (alpha / beta) = -6.70 / -9.02 eV

Atom charges from the natural (NBO) analysis, given in e for atoms 1 to 4: number 1, S, carries 0.109; number 2, S, carries 0.021; number 3, C, carries -0.587; number 4, C, carries -0.485

---

No. 10
An isolated molecule of C20H23N3O4. Source: the OMol25 dataset; level of theory: ωB97M-V/def2-TZVPD.

Positions of all 50 atoms, in Å:
H -0.59 -1.93 1.66
C 4.47 -1.63 -2.05
C -0.17 3.45 -0.06
N 4.08 -0.50 1.85
H 3.31 0.15 -2.39
C 3.71 -0.21 -0.32
O 2.05 2.12 -1.18
C -0.97 -1.03 2.16
C -2.32 -1.40 -1.77
H 4.37 -0.84 2.75
H -4.46 0.04 -1.00
H -3.22 1.59 -1.87
H -2.38 -1.74 0.33
H -2.87 -2.33 -1.93
C 4.33 -1.06 0.63
C 5.03 -2.20 0.25
C 3.13 0.83 0.48
H -2.65 -0.69 -2.52
C -2.16 1.81 -1.82
C 1.14 3.87 0.61
H -5.74 -3.12 1.02
C 3.78 -0.50 -1.68
C -4.09 -0.55 -0.16
H -1.96 -1.25 2.56
N 3.37 0.61 1.76
H 5.50 -2.84 0.97
N -1.74 0.18 0.07
H -5.20 -1.68 1.94
C -0.32 1.31 1.36
H -2.02 2.88 -1.92
H -1.66 1.33 -2.65
H -1.26 -1.59 -1.90
H 0.33 1.57 2.17
H 4.55 -1.89 -3.09
O -4.93 -1.68 -0.12
C -4.96 -2.36 1.11
C -0.67 2.12 0.25
H 1.65 4.56 -0.08
H 5.61 -3.34 -1.45
H -0.31 -0.80 2.99
C 2.35 1.97 -0.02
H 0.92 4.39 1.54
H -4.20 0.04 0.76
H -4.01 -2.86 1.33
C -1.56 1.39 -0.53
O 2.00 2.80 0.97
C 5.08 -2.47 -1.10
O -0.73 4.25 -0.79
C -2.60 -0.91 -0.35
C -1.00 0.13 1.23

Computed properties:
energy relative to the best compared isomer or geometry (same formula, charge and spin) = 82.05 kcal/mol
highest occupied orbital energy = -7.94 eV

Atom charges from the natural (NBO) analysis, given in e for atoms 1 to 4: number 1, H, carries 0.214; number 2, C, carries -0.232; number 3, C, carries 0.577; number 4, N, carries -0.330

---

No. 11
C37H45F6N10O3SbTeTi as an isolated structure in a non-equilibrium geometry. Source: the OMol25 dataset; level of theory: ωB97M-V/def2-TZVPD.

Positions of all 104 atoms, in Å:
H 2.82 -0.54 -2.99
H 4.14 -1.50 -3.69
N -2.90 0.97 -0.76
C 3.46 -0.88 -0.48
C 1.14 1.23 1.25
H -4.34 4.56 -0.71
C -3.63 -2.28 4.93
H 6.82 -4.30 -0.64
C 0.60 -2.78 -1.67
H 2.98 4.52 -4.18
C 6.89 -3.43 0.01
H 7.79 -2.88 -0.27
H -7.08 -0.69 -0.92
H 6.12 5.82 -2.85
H 5.83 4.14 -1.03
H 1.76 -1.40 1.61
C 3.27 2.13 -1.82
C -2.58 3.36 -0.80
H 0.71 2.72 -3.45
C -2.12 2.03 -0.84
N 0.51 0.32 0.59
C 3.37 4.00 -3.32
N -0.73 -5.99 -1.91
H -4.62 -0.96 -0.80
C -5.08 0.01 -0.77
H 6.98 -3.77 1.03
H 1.55 1.17 -3.65
C 2.80 -1.28 1.93
C -4.61 -1.13 4.78
C -0.71 1.64 -1.19
C 1.64 2.26 -3.76
F -1.78 -1.71 -1.28
C -7.00 1.46 -0.84
C -6.21 2.57 -0.77
O 2.22 1.68 0.68
C 4.26 -1.21 -1.58
H 4.36 1.39 0.63
F -4.61 -3.71 1.44
C 5.37 -2.02 -1.41
Te 1.88 0.47 -1.03
N -1.38 0.10 2.48
H -1.96 -3.13 -2.70
H -4.17 -3.22 5.00
C 0.82 1.80 2.59
N 0.31 -3.99 -1.75
C -5.41 -1.24 3.48
C 4.40 2.58 -1.15
H 5.77 2.44 0.47
H -8.08 1.56 -0.90
C 4.44 4.52 -2.62
H 0.63 1.00 3.30
H -6.14 -0.44 3.40
H 0.09 -6.38 -1.47
H -1.87 4.17 -0.84
H -1.57 -6.54 -1.96
N -1.93 -0.29 3.56
F -2.79 -1.11 0.86
H 1.67 2.40 2.92
H -0.05 2.45 2.52
F -0.51 -2.05 0.85
C 4.84 -2.27 0.90
H -5.93 -2.19 3.45
H -2.69 -4.68 -2.75
H 3.02 -2.01 2.70
H 5.98 -2.27 -2.27
C -4.23 1.14 -0.73
N 1.08 -1.72 -1.51
C -3.09 1.32 2.74
C 5.04 5.85 -2.97
H 4.44 0.17 -3.21
C 4.96 3.78 -1.56
C 2.78 2.80 -2.94
F -3.27 -5.49 -0.46
H 1.81 2.49 -4.81
C 3.71 -1.46 0.76
H -3.02 -2.16 5.82
H -5.31 -1.15 5.63
C 5.69 -2.55 -0.16
C 5.08 1.80 -0.06
C -0.77 -4.67 -2.09
C -4.81 2.45 -0.73
N -1.85 -4.13 -2.67
H -4.63 1.05 4.87
H -3.85 2.06 2.61
O 0.25 2.41 -1.13
C -3.90 0.24 4.87
C -3.93 3.56 -0.73
N -2.07 1.12 1.94
F -3.96 -3.08 -0.99
O -0.63 0.45 -1.62
H 4.81 6.13 -3.99
H 4.65 6.62 -2.31
C -6.43 0.18 -0.85
H 2.92 -0.29 2.37
H 5.63 0.97 -0.50
Sb -2.87 -3.73 0.50
H -3.31 0.28 5.79
N -3.01 0.44 3.76
H -2.96 -2.34 4.06
H -4.75 -1.20 2.62
Ti -1.24 -0.66 0.02
H 5.03 -2.71 1.86
C 3.90 -0.74 -2.95
H -6.65 3.56 -0.77

Computed properties:
⟨S²⟩ = 0.7636
energy relative to the best compared isomer or geometry (same formula, charge and spin) = 103.40 kcal/mol
total charge = +1
2S+1 = 2
highest occupied orbital energy (alpha / beta) = -10.76 / -11.01 eV

Atom charges from the Mulliken analysis, given in e for atoms 1 to 4: number 1, H, carries 0.377; number 2, H, carries 0.614; number 3, N, carries 0.592; number 4, C, carries 0.862

---

No. 12
A 2-piece molecular cluster, C2HNO4 overall in a non-equilibrium geometry. Source: the OMol25 dataset; level of theory: ωB97M-V/def2-TZVPD.

Positions of all 8 atoms, in Å:
H -1.74 0.53 0.08
O 0.59 1.62 0.79
O -1.09 0.23 -1.82
O 2.21 -1.82 0.76
C -0.92 0.61 -0.70
N -0.20 1.54 -0.11
C 1.13 -1.51 0.59
O 0.04 -1.20 0.42

Computed properties:
energy relative to the best compared isomer or geometry (same formula, charge and spin) = 58.59 kcal/mol
highest occupied orbital energy (alpha / beta) = -9.89 / -9.89 eV

Atom charges from the natural (NBO) analysis, given in e for atoms 1 to 4: number 1, H, carries 0.160; number 2, O, carries -0.211; number 3, O, carries -0.526; number 4, O, carries -0.486